(1)
Below is the molecule C2HN5, with properties calculated with the ωB97M-V functional and the def2-TZVPD basis.

Geometry as ORCA input:
```
! RIJCOSX wB97M-V def2-TZVPD def2/J DEFGRID3
* xyz 0 1
N 2.797 -0.112 0.160
C 1.646 -0.506 -0.148
C 0.272 -0.378 -0.108
N -0.701 -1.379 -0.045
N -1.825 -0.716 0.127
N -1.619 0.516 0.026
N -0.309 0.797 -0.101
H -0.261 1.776 0.090
*
```

Its energy relative to the best compared isomer or geometry (same formula, charge and spin) is 28.95 kcal per mole. The value obtained for the frontier orbital gap is 10.3 eV. The electronic energy comes out at -350.4822 a.u. The max |F| comes out at 0.2160 Eh/bohr. Its LUMO energy is -0.807 eV. Its SMILES is N#Cc1nnn[nH]1. The molecular weight is 95.1 g mol⁻¹.

(2)
Below is a cluster of 16 separate species, C3H37O16 in total, with properties calculated with the ωB97M-V functional and the def2-TZVPD basis.

Geometry as ORCA input:
```
! RIJCOSX wB97M-V def2-TZVPD def2/J DEFGRID3
* xyz -1 1
C -15.907 -4.303 28.448
C -15.411 -5.568 27.877
C -16.465 -6.313 27.123
O -14.334 -5.351 27.035
H -16.608 -4.445 29.213
H -16.302 -3.688 27.711
H -15.104 -3.788 28.838
H -14.990 -6.201 28.622
H -17.406 -6.416 27.655
H -16.169 -7.379 27.089
H -16.747 -5.976 26.129
O -15.951 -7.727 23.502
H -15.297 -7.686 24.215
H -16.792 -7.756 23.927
O -13.011 -5.572 23.812
H -13.227 -6.085 24.566
H -12.611 -4.760 24.189
O -18.129 -1.237 27.127
H -17.920 -2.136 26.724
H -17.500 -1.248 27.847
O -15.490 -3.714 25.132
H -15.176 -4.429 25.692
H -15.440 -4.202 24.276
O -18.128 -8.508 24.962
H -18.568 -7.719 25.318
H -18.679 -8.913 24.276
O -15.913 -0.724 28.870
H -15.498 -1.324 28.243
H -15.835 -1.120 29.701
O -18.178 -3.600 25.727
H -18.546 -4.432 25.923
H -17.267 -3.757 25.497
O -12.763 -3.336 27.457
H -13.417 -4.081 27.367
H -13.222 -2.832 28.087
O -11.336 -6.028 26.119
H -11.396 -6.793 25.524
H -11.876 -6.320 26.827
O -14.784 -1.349 26.367
H -15.524 -0.705 26.307
H -15.162 -2.146 25.904
O -12.434 -3.225 24.756
H -12.523 -3.354 25.729
H -13.174 -2.744 24.426
O -12.497 -6.698 28.711
H -13.266 -6.295 28.249
H -12.154 -5.985 29.268
O -19.461 -6.117 25.252
H -20.411 -6.050 25.132
H -19.110 -6.131 24.380
O -14.216 -7.500 25.583
H -14.195 -8.300 26.110
H -14.535 -6.817 26.193
O -14.234 -9.398 27.712
H -14.687 -9.057 28.461
H -13.450 -9.809 28.043
*
```

Its energy relative to the best compared isomer or geometry (same formula, charge and spin) is 40.30 kcal per mole. The value obtained for the frontier orbital gap is 8.1 eV. The electronic energy comes out at -1340.4111 a.u. The max |F| comes out at 0.0522 Eh/bohr. Its LUMO energy is 1.943 eV. The molecular weight is 329.3 g mol⁻¹.

(3)
Below is a structure of composition C16H26LiN2O2PS, with properties calculated with the ωB97M-V functional and the def2-TZVPD basis.

Geometry as ORCA input:
```
! RIJCOSX wB97M-V def2-TZVPD def2/J DEFGRID3
* xyz -2 1
Li -1.926 0.798 0.360
O -3.389 -2.558 -0.653
C -2.871 -1.405 -0.495
O -2.675 -0.794 0.597
C -2.426 -0.636 -1.709
C -2.566 -1.157 -2.995
C -2.136 -0.400 -4.081
C -1.578 0.852 -3.854
C -1.474 1.297 -2.546
N -1.881 0.590 -1.474
H -3.007 -2.140 -3.130
H -2.237 -0.789 -5.088
H -1.233 1.468 -4.675
H -1.047 2.267 -2.313
C 2.855 -1.151 -0.125
C 1.412 -1.030 -0.592
C 1.379 -0.386 -1.984
P 0.233 -0.193 0.526
C -0.359 -1.451 1.717
C 0.690 -2.372 2.327
C -1.237 -0.836 2.810
C 1.003 1.195 1.424
C 1.531 2.270 0.468
C 2.054 0.880 2.480
H 3.425 -1.784 -0.816
H 2.939 -1.607 0.864
H 3.361 -0.181 -0.098
H 1.030 -2.051 -0.727
H 1.759 0.641 -1.973
H 0.362 -0.362 -2.392
H 1.997 -0.957 -2.687
H -1.019 -2.101 1.127
H 1.458 -1.836 2.888
H 1.192 -2.969 1.559
H 0.221 -3.084 3.016
H -0.661 -0.203 3.492
H -1.708 -1.622 3.411
H -2.041 -0.226 2.384
H 0.172 1.668 1.964
H 2.423 1.937 -0.072
H 1.806 3.174 1.022
H 0.776 2.561 -0.272
H 2.928 0.367 2.076
H 1.644 0.271 3.289
H 2.413 1.804 2.947
S 0.110 5.144 -0.183
C -0.632 3.560 0.015
N -1.121 2.517 0.146
H -1.952 1.018 2.023
*
```

The value obtained for the frontier orbital gap is 3.8 eV. The electronic energy comes out at -1632.2681 a.u. The max |F| comes out at 0.0607 Eh/bohr. Its LUMO energy is 4.944 eV. The molecular weight is 348.4 g mol⁻¹.

(4)
Below is a structure of composition C12H14AsF6IrNO6S2, with properties calculated with the ωB97M-V functional and the def2-TZVPD basis.

Geometry as ORCA input:
```
! RIJCOSX wB97M-V def2-TZVPD def2/J DEFGRID3
* xyz 1 1
Ir 0.004 -0.350 -0.086
F 2.622 -1.912 -3.477
C 3.416 -0.916 -3.115
F 4.361 -1.361 -2.303
F 3.950 -0.347 -4.176
S 2.432 0.342 -2.187
O 1.871 -0.475 -1.091
O 3.292 1.405 -1.804
N 1.349 0.732 -3.254
S -0.104 1.086 -2.870
O -0.230 1.275 -1.396
O -0.702 2.088 -3.662
C -1.081 -0.463 -3.145
F -0.915 -0.913 -4.365
F -2.354 -0.242 -2.891
F -0.635 -1.420 -2.268
O -0.405 -2.011 1.037
C -1.663 -1.825 0.842
O -1.925 -0.651 0.352
C -2.687 -2.809 1.126
C -2.362 -3.941 1.874
C -3.343 -4.878 2.139
C -4.630 -4.689 1.647
C -4.949 -3.564 0.896
C -3.980 -2.613 0.637
H -1.353 -4.073 2.240
H -3.110 -5.757 2.723
H -5.393 -5.427 1.854
H -5.953 -3.432 0.518
H -4.210 -1.726 0.062
C 0.441 0.210 3.337
As 0.635 1.060 1.622
C 2.460 1.647 1.495
C -0.487 2.620 1.643
H 0.743 0.912 4.113
H 1.073 -0.675 3.372
H -0.599 -0.073 3.482
H 2.606 2.408 2.261
H 2.663 2.063 0.511
H 3.121 0.803 1.678
H -0.052 3.348 2.326
H -1.479 2.334 1.988
H -0.552 3.040 0.642
*
```

Its energy relative to the best compared isomer or geometry (same formula, charge and spin) is 0.00 kcal per mole. The value obtained for the frontier orbital gap is 8.6 eV. The electronic energy comes out at -4707.2879 a.u. The max |F| comes out at 0.0377 Eh/bohr. Its LUMO energy is -4.138 eV. The molecular weight is 713.5 g mol⁻¹.

(5)
Below is a cluster of 3 separate species, C5H11N2O2 in total, with properties calculated with the ωB97M-V functional and the def2-TZVPD basis.

Geometry as ORCA input:
```
! RIJCOSX wB97M-V def2-TZVPD def2/J DEFGRID3
* xyz 1 1
C -2.044 0.336 0.525
C -0.084 -0.037 1.876
C -3.071 0.552 1.292
C 2.092 -0.485 -2.226
C -1.504 0.376 -0.876
N 2.167 -0.474 -0.969
N 1.008 -0.366 1.234
O -0.185 0.232 3.146
O 3.008 -0.493 -3.054
H -3.084 0.306 2.399
H -4.066 0.624 0.967
H 1.042 -0.291 -2.565
H -1.395 -0.675 -1.062
H -0.561 0.990 -0.960
H -2.399 0.768 -1.635
H 3.171 -0.497 -0.622
H 1.922 -0.578 1.716
H 1.245 -0.377 0.176
H -1.131 0.590 3.378
H 3.868 -0.503 -2.739
*
```

Its energy relative to the best compared isomer or geometry (same formula, charge and spin) is 114.64 kcal per mole. The value obtained for the frontier orbital gap is 9.5 eV. The electronic energy comes out at -456.6937 a.u. The max |F| comes out at 0.1050 Eh/bohr. Its LUMO energy is -3.923 eV. The molecular weight is 131.2 g mol⁻¹.

(6)
Below is the molecule C3H3NO3S, with properties calculated with the ωB97M-V functional and the def2-TZVPD basis.

Geometry as ORCA input:
```
! RIJCOSX wB97M-V def2-TZVPD def2/J DEFGRID3
* xyz 0 1
O 2.464 0.194 -0.491
C 1.438 -0.131 0.043
C 0.365 0.870 0.500
S -1.126 -0.060 0.108
O -2.254 0.412 0.806
O -1.291 -0.422 -1.256
C -0.498 -1.567 0.664
N 0.975 -1.461 0.292
H 0.439 0.796 1.520
H 0.356 1.838 0.044
H -0.870 -2.538 0.720
*
```

Its energy relative to the best compared isomer or geometry (same formula, charge and spin) is 103.79 kcal per mole. The value obtained for the frontier orbital gap (alpha / beta) is 8.4 / 8.4 eV. The electronic energy comes out at -794.6448 a.u. The max |F| comes out at 0.2037 Eh/bohr. Its LUMO energy (alpha / beta) is -2.265 / -2.266 eV. Its SMILES is O=C1CS(=O)(=O)C=N1. The molecular weight is 133.1 g mol⁻¹.